*1*
ORCA calculation (wB97M-V/def2-TZVPD) on an isolated ion of composition C6H10NO and charge +1.

Last columns: bonded neighbours and bond lengths (Å).
Positions of all 18 atoms, in Å:
1 C 1.46 0.41 -0.67  C2 1.413, C3 1.500, H9 1.175
2 C 1.01 1.68 -0.25  C1 1.413, C5 1.327, H10 1.169
3 C 0.70 -0.88 -0.80  C1 1.500, N7 1.389, H11 1.175, H12 1.166
4 C -0.93 2.78 1.24  C5 1.412, O8 1.456, H13 1.018, H14 1.084
5 C -0.07 1.99 0.45  C2 1.327, C4 1.412, O8 1.315
6 C -0.64 -2.76 0.08  N7 1.482, H15 1.116, H16 1.087, H17 1.212
7 N -0.41 -1.30 -0.08  C3 1.389, C6 1.482, H18 0.948
8 O -1.17 1.39 0.86  C4 1.456, C5 1.315
9 H 2.54 0.41 -1.13  C1 1.175
10 H 1.67 2.65 -0.31  C2 1.169
11 H 0.24 -0.78 -1.87  C3 1.175
12 H 1.39 -1.81 -0.89  C3 1.166
13 H -0.92 2.88 2.25  C4 1.018
14 H -1.64 3.39 0.69  C4 1.084
15 H 0.30 -3.24 0.45  C6 1.116
16 H -1.39 -2.92 0.85  C6 1.087
17 H -1.00 -3.15 -1.01  C6 1.212
18 H -1.14 -0.73 0.12  N7 0.948

Computed properties:
2S+1: 1
Charge: +1
LUMO energy (alpha / beta) (eV): -6.11 / -6.11
Orbital gap (alpha / beta) (hartree): 0.234 / 0.234
HOMO energy (alpha / beta) (eV): -12.49 / -12.49

Results of the natural (NBO) charge analysis, in e, for atoms 1 through 6: 0.15, -0.43, -0.33, -0.10, 0.50, -0.41

---

*2*
ORCA calculation (wB97M-V/def2-TZVPD) on a 2-piece molecular cluster, C6H10NO overall.

Last columns: bonded neighbours and bond lengths (Å).
Positions of all 18 atoms, in Å:
1 C 2.78 -1.16 0.38  C2 1.371, C3 1.387, H9 1.065
2 C 1.52 -0.73 0.06  C1 1.371, C3 1.516, C6 1.353
3 C 2.75 0.14 -0.09  C1 1.387, C2 1.516, O8 1.181
4 C -2.02 0.01 -0.74  N7 1.470, H10 1.089, H11 1.089, H12 1.098
5 C -0.53 1.29 0.70  N7 1.478, H13 1.088, H14 1.090, H15 1.092
6 C 0.21 -0.83 -0.25  C2 1.353, N7 1.467, H17 1.082
7 N -0.62 0.36 -0.45  C4 1.470, C5 1.478, C6 1.467, H18 1.031
8 O 3.08 1.22 -0.43  C3 1.181
9 H 3.31 -1.93 0.90  C1 1.065
10 H -2.62 0.91 -0.89  C4 1.089
11 H -2.09 -0.61 -1.63  C4 1.089
12 H -2.42 -0.56 0.11  C4 1.098
13 H 0.50 1.61 0.85  C5 1.088
14 H -1.15 2.16 0.53  C5 1.090
15 H -0.88 0.78 1.60  C5 1.092
16 H -1.39 -1.77 1.29  no bonds
17 H -0.19 -1.74 -0.68  C6 1.082
18 H -0.25 0.86 -1.27  N7 1.031

Computed properties:
2S+1: 1
Charge: +1
LUMO energy (alpha / beta) (eV): -5.00 / -6.15
Orbital gap (alpha / beta) (hartree): 0.300 / 0.270
HOMO energy (alpha / beta) (eV): -13.15 / -13.51

Results of the natural (NBO) charge analysis, in e, for atoms 1 through 6: -0.14, -0.12, 0.55, -0.42, -0.42, -0.05

---

*3*
ORCA calculation (wB97M-V/def2-TZVPD) on an isolated ion of composition C6H10NO and charge +1.

Last columns: bonded neighbours and bond lengths (Å).
Positions of all 18 atoms, in Å:
1 C 0.37 -2.02 -0.19  C2 1.446, H9 1.092, H10 1.089, H11 1.100
2 C -0.46 -0.84 -0.09  C1 1.446, N3 1.324, C6 1.492
3 N -1.78 -0.90 -0.05  C2 1.324, C4 1.322
4 C -2.20 0.35 0.03  N3 1.322, O5 1.279, H12 1.082
5 O -1.29 1.26 0.06  C4 1.279, C6 1.441
6 C -0.02 0.58 0.01  C2 1.492, O5 1.441, C7 1.527, C8 1.533
7 C 0.80 1.08 -1.17  C6 1.527, H13 1.090, H14 1.091, H15 1.089
8 C 0.66 0.79 1.37  C6 1.533, H16 1.087, H17 1.091, H18 1.087
9 H -0.10 -2.85 0.35  C1 1.092
10 H 1.40 -1.86 0.13  C1 1.089
11 H 0.38 -2.34 -1.24  C1 1.100
12 H -3.24 0.63 0.09  C4 1.082
13 H 1.07 2.12 -1.04  C7 1.090
14 H 0.23 0.98 -2.10  C7 1.091
15 H 1.71 0.48 -1.26  C7 1.089
16 H 1.61 0.27 1.39  C8 1.087
17 H 0.84 1.85 1.52  C8 1.091
18 H 0.03 0.42 2.18  C8 1.087

Computed properties:
2S+1: 1
Charge: +1
LUMO energy (eV): -5.79
SMILES: CC1=[N+]=COC1(C)C
Orbital gap (hartree): 0.377
HOMO energy (eV): -16.03

Results of the natural (NBO) charge analysis, in e, for atoms 1 through 6: -0.72, 0.50, -0.49, 0.56, -0.35, 0.14

---

*4*
ORCA calculation (wB97M-V/def2-TZVPD) on a 2-piece molecular cluster, C6H10NO overall.

Last columns: bonded neighbours and bond lengths (Å).
Positions of all 18 atoms, in Å:
1 C -0.11 0.80 1.07  C2 1.296, N7 1.223
2 C -0.29 1.81 1.87  C1 1.296, H9 1.109, H10 1.173
3 C -0.61 1.40 -1.67  C4 1.440, O8 1.113
4 C -0.67 0.38 -2.67  C3 1.440, H11 1.181, H12 1.093, H13 1.123
5 C 1.03 -1.67 1.57  C6 1.569, H14 1.091, H15 1.162, H16 1.045
6 C 0.29 -1.31 0.23  C5 1.569, N7 1.364, H17 1.198, H18 1.052
7 N -0.13 -0.01 0.16  C1 1.223, C6 1.364
8 O -0.72 2.36 -1.11  C3 1.113
9 H 0.49 2.60 1.79  C2 1.109
10 H -1.15 1.99 2.64  C2 1.173
11 H 0.37 -0.16 -2.85  C4 1.181
12 H -0.90 0.73 -3.68  C4 1.093
13 H -1.36 -0.49 -2.47  C4 1.123
14 H 1.94 -1.08 1.67  C5 1.091
15 H 0.31 -1.18 2.34  C5 1.162
16 H 1.32 -2.67 1.66  C5 1.045
17 H -0.71 -1.95 0.05  C6 1.198
18 H 0.90 -1.56 -0.59  C6 1.052

Computed properties:
2S+1: 1
Charge: +1
LUMO energy (eV): -4.55
Orbital gap (hartree): 0.323
HOMO energy (eV): -13.35

Results of the natural (NBO) charge analysis, in e, for atoms 1 through 6: 0.40, -0.55, 0.95, -0.84, -0.61, -0.23

---

Energies relative to the most stable structure, in kcal/mol: *1* 102.8; *2* 146.6; *3* 0.0; *4* 70.1.

---

*1*
ORCA calculation (wB97M-V/def2-TZVPD) on an isolated ion of composition C6H10NO and charge +1.

Last columns: bonded neighbours and bond lengths (Å).
Positions of all 18 atoms, in Å:
1 C -0.35 -1.13 0.14  C2 1.510, N7 1.313, H9 1.065
2 C 1.04 -1.71 0.10  C1 1.510, O8 1.259, H10 1.026
3 C 2.47 0.11 -0.34  C4 1.425, O8 1.203
4 C 3.25 1.26 0.00  C3 1.425, H11 1.053, H12 1.128, H13 1.015
5 C -2.92 -0.10 -0.45  C6 1.523, H14 1.097, H15 1.123, H16 1.108
6 C -1.91 0.71 0.35  C5 1.523, N7 1.457, H17 1.010, H18 1.114
7 N -0.58 0.13 0.43  C1 1.313, C6 1.457
8 O 2.01 -0.90 0.11  C2 1.259, C3 1.203
9 H -1.10 -1.86 -0.07  C1 1.065
10 H 1.12 -2.71 0.27  C2 1.026
11 H 3.28 2.01 -0.74  C4 1.053
12 H 2.91 1.55 1.03  C4 1.128
13 H 4.18 0.85 -0.03  C4 1.015
14 H -3.72 0.64 -0.63  C5 1.097
15 H -3.26 -1.07 0.00  C5 1.123
16 H -2.36 -0.42 -1.35  C5 1.108
17 H -2.33 0.93 1.24  C6 1.010
18 H -1.71 1.72 -0.08  C6 1.114

Computed properties:
2S+1: 1
Charge: +1
LUMO energy (alpha / beta) (eV): -5.50 / -5.54
Orbital gap (alpha / beta) (hartree): 0.305 / 0.282
HOMO energy (alpha / beta) (eV): -13.80 / -13.22

Results of the natural (NBO) charge analysis, in e, for atoms 1 through 6: -0.01, 0.17, 0.70, -0.75, -0.64, -0.26

---

*2*
ORCA calculation (wB97M-V/def2-TZVPD) on an isolated ion of composition C6H10NO and charge +1.

Last columns: bonded neighbours and bond lengths (Å).
Positions of all 18 atoms, in Å:
1 C 0.54 -1.80 -1.38  C2 1.323, H9 1.093, H10 1.130
2 C 0.88 -0.80 -0.58  C1 1.323, C3 1.548, C5 1.491
3 C 1.36 -1.28 0.81  C2 1.548, O4 1.221, H11 1.081
4 O 1.41 -0.64 1.86  C3 1.221
5 C 0.52 0.63 -0.83  C2 1.491, C6 1.509, H12 1.004, H13 1.060
6 C -0.89 0.80 -0.34  C5 1.509, C7 1.426, N8 1.467, H14 1.067
7 C -1.36 1.81 0.55  C6 1.426, N8 1.472, H15 1.116, H16 1.050
8 N -0.87 0.54 1.11  C6 1.467, C7 1.472, H17 1.198, H18 1.000
9 H 0.10 -1.56 -2.35  C1 1.093
10 H 1.05 -2.80 -1.30  C1 1.130
11 H 1.53 -2.35 0.77  C3 1.081
12 H 0.68 0.83 -1.80  C5 1.004
13 H 1.14 1.25 -0.22  C5 1.060
14 H -1.65 0.36 -0.95  C6 1.067
15 H -0.85 2.73 0.95  C7 1.116
16 H -2.39 2.00 0.59  C7 1.050
17 H 0.23 0.46 1.57  N8 1.198
18 H -1.43 -0.17 1.53  N8 1.000

Computed properties:
2S+1: 1
Charge: +1
LUMO energy (eV): -4.09
SMILES: C=C(C=O)C[C@@H]1C[NH2+]1
Orbital gap (hartree): 0.393
HOMO energy (eV): -14.79

Results of the natural (NBO) charge analysis, in e, for atoms 1 through 6: -0.28, -0.13, 0.45, -0.54, -0.45, -0.03

---

Energies relative to the most stable structure, in kcal/mol: *1* 99.4; *2* 0.0.

---

*1*
ORCA calculation (wB97M-V/def2-TZVPD) on an isolated ion of composition C6H10NO and charge +1.

Last columns: bonded neighbours and bond lengths (Å).
Positions of all 18 atoms, in Å:
1 C 0.71 -1.20 -1.99  C2 1.284, H9 1.103, H10 1.086
2 C 0.10 -1.26 -0.86  C1 1.284, N3 1.216
3 N -0.57 -1.25 0.15  C2 1.216, C4 1.556, C5 1.398
4 C -1.71 -2.17 0.69  N3 1.556, H11 1.131, H12 1.135, H13 1.125
5 C -0.20 -0.22 1.03  N3 1.398, C6 1.361, H14 1.096
6 C 0.19 1.05 0.74  C5 1.361, C7 1.476, O8 1.384
7 C 0.53 2.02 1.80  C6 1.476, H15 1.052, H16 1.123, H17 1.081
8 O 0.41 1.67 -0.47  C6 1.384, H18 1.017
9 H 1.61 -1.72 -2.36  C1 1.103
10 H 0.37 -0.48 -2.73  C1 1.086
11 H -1.45 -3.27 0.68  C4 1.131
12 H -1.72 -1.87 1.78  C4 1.135
13 H -2.68 -2.08 0.11  C4 1.125
14 H -0.41 -0.41 2.09  C5 1.096
15 H -0.06 1.84 2.66  C7 1.052
16 H 0.55 3.08 1.44  C7 1.123
17 H 1.46 1.75 2.29  C7 1.081
18 H 0.20 1.12 -1.31  O8 1.017

Computed properties:
2S+1: 1
Charge: +1
LUMO energy (eV): -4.33
SMILES: C=C=[N+](C)/C=C(/C)O
Orbital gap (hartree): 0.334
HOMO energy (eV): -13.41

Results of the natural (NBO) charge analysis, in e, for atoms 1 through 6: -0.46, 0.45, -0.28, -0.41, -0.23, 0.43

---

*2*
ORCA calculation (wB97M-V/def2-TZVPD) on an isolated ion of composition C6H10NO and charge +1.

Last columns: bonded neighbours and bond lengths (Å).
Positions of all 18 atoms, in Å:
1 C -1.31 0.57 2.35  N2 1.267, H9 1.108, H10 1.232
2 N -1.55 0.66 1.11  C1 1.267, C3 1.541, H11 1.110
3 C -1.17 -0.53 0.21  N2 1.541, C4 1.334, C5 1.394
4 C -2.22 -1.25 -0.18  C3 1.334, H12 1.094, H13 1.085
5 C 0.22 -0.68 0.18  C3 1.394, C6 1.638, H14 1.172, H15 1.127
6 C 0.97 -0.26 -1.21  C5 1.638, C7 1.487, H16 1.029, H17 1.132
7 C 2.29 0.38 -0.96  C6 1.487, O8 1.153, H18 1.098
8 O 2.80 1.11 -1.69  C7 1.153
9 H -1.34 1.38 3.10  C1 1.108
10 H -1.17 -0.61 2.69  C1 1.232
11 H -1.80 1.70 0.80  N2 1.110
12 H -2.12 -1.92 -1.04  C4 1.094
13 H -3.26 -1.11 0.10  C4 1.085
14 H 0.76 -0.10 1.03  C5 1.172
15 H 0.64 -1.71 0.40  C5 1.127
16 H 0.98 -1.14 -1.75  C6 1.029
17 H 0.31 0.41 -1.84  C6 1.132
18 H 2.76 0.16 0.01  C7 1.098

Computed properties:
2S+1: 1
Charge: +1
LUMO energy (eV): -5.32
SMILES: C=[NH+]C(=C)CCC=O
Orbital gap (hartree): 0.287
HOMO energy (eV): -13.14

Results of the natural (NBO) charge analysis, in e, for atoms 1 through 6: 0.11, -0.45, 0.12, -0.32, -0.51, -0.48

---

Energies relative to the most stable structure, in kcal/mol: *1* 0.0; *2* 8.4.